A 11-piece molecular cluster, C44H121N11O11 overall in a non-equilibrium geometry, computed with ωB97M-V/def2-TZVPD.

Each line ends with the Mulliken charge.
Element x y z (Å)
C (-2.039, 3.400, 6.387)  -1.40
C (-0.988, 2.191, 6.496)  0.55
C (-0.593, 1.747, 7.945)  -0.56
O (0.340, 2.536, 8.642)  -0.33
C (-0.043, 3.798, 9.235)  -0.65
N (-1.517, 1.096, 5.734)  -0.72
H (-1.733, 4.440, 6.496)  0.34
H (-2.900, 3.151, 7.007)  0.33
H (-2.532, 3.438, 5.415)  0.43
H (-0.120, 2.402, 5.871)  0.14
H (-0.127, 0.789, 7.714)  0.27
H (-1.442, 1.627, 8.617)  0.34
H (-0.597, 4.496, 8.607)  0.22
H (0.815, 4.328, 9.649)  0.28
H (-0.662, 3.683, 10.125)  0.30
H (-2.290, 0.813, 6.318)  0.29
H (-0.899, 0.363, 6.052)  0.17
C (0.418, 2.114, 0.547)  -1.34
C (0.659, 0.594, 0.508)  0.53
C (-0.540, -0.208, -0.046)  -0.84
O (-0.239, -1.623, -0.287)  -0.25
C (-1.348, -2.497, -0.419)  -0.82
N (1.941, 0.277, -0.176)  -0.70
H (-0.302, 2.339, 1.334)  0.36
H (0.151, 2.545, -0.418)  0.35
H (1.288, 2.635, 0.946)  0.37
H (0.718, 0.201, 1.523)  0.14
H (-0.895, 0.256, -0.967)  0.36
H (-1.417, -0.032, 0.576)  0.41
H (-2.035, -2.236, -1.224)  0.29
H (-1.886, -2.438, 0.527)  0.34
H (-0.939, -3.507, -0.426)  0.27
H (2.225, -0.591, 0.256)  0.27
H (2.608, 0.992, 0.078)  0.24
C (4.792, -2.303, 5.765)  -1.46
C (4.022, -3.425, 6.475)  0.59
C (3.108, -4.169, 5.547)  -0.71
O (1.926, -3.356, 5.513)  -0.25
C (1.046, -3.865, 4.566)  -0.84
N (5.117, -4.196, 6.977)  -0.76
H (5.304, -1.684, 6.502)  0.37
H (4.128, -1.606, 5.253)  0.34
H (5.542, -2.597, 5.032)  0.35
H (3.487, -3.050, 7.347)  0.24
H (2.873, -5.139, 5.986)  0.36
H (3.548, -4.381, 4.572)  0.32
H (1.380, -3.748, 3.535)  0.34
H (0.132, -3.272, 4.568)  0.25
H (0.858, -4.937, 4.619)  0.32
H (4.765, -4.920, 7.587)  0.24
H (5.626, -3.618, 7.630)  0.27
C (2.186, -4.824, -4.644)  -1.27
C (2.955, -3.526, -4.653)  0.48
C (3.689, -3.259, -6.030)  -0.72
O (4.569, -4.408, -6.277)  -0.28
C (5.105, -4.414, -7.531)  -0.73
N (2.103, -2.379, -4.474)  -0.70
H (1.565, -4.937, -5.532)  0.30
H (1.542, -4.840, -3.764)  0.37
H (2.880, -5.659, -4.555)  0.30
H (3.745, -3.606, -3.907)  0.30
H (4.162, -2.281, -6.124)  0.36
H (2.912, -3.406, -6.780)  0.32
H (4.409, -4.271, -8.358)  0.31
H (5.572, -5.396, -7.608)  0.23
H (5.919, -3.689, -7.537)  0.29
H (1.551, -2.508, -3.638)  0.18
H (2.553, -1.613, -3.994)  0.28
C (6.012, 5.907, 1.903)  -1.31
C (6.106, 4.755, 2.850)  0.67
C (5.093, 4.895, 4.061)  -0.72
O (5.415, 3.980, 5.054)  -0.38
C (4.517, 4.075, 6.119)  -0.78
N (6.150, 3.551, 2.075)  -0.69
H (6.387, 5.603, 0.926)  0.35
H (6.407, 6.788, 2.408)  0.34
H (5.029, 6.288, 1.627)  0.27
H (7.060, 4.833, 3.372)  0.14
H (4.044, 4.862, 3.767)  0.44
H (5.210, 5.882, 4.507)  0.36
H (4.749, 3.191, 6.713)  0.29
H (3.484, 3.834, 5.868)  0.30
H (4.761, 4.992, 6.657)  0.32
H (6.406, 2.659, 2.473)  0.20
H (6.736, 3.624, 1.256)  0.20
C (-5.215, 3.916, -8.662)  -1.41
C (-4.073, 4.133, -7.678)  0.78
C (-3.363, 2.859, -7.157)  -0.90
O (-2.617, 3.050, -5.962)  -0.35
C (-1.268, 2.667, -5.990)  -0.72
N (-3.099, 5.044, -8.158)  -0.76
H (-5.854, 4.797, -8.596)  0.34
H (-5.709, 2.954, -8.520)  0.34
H (-4.656, 3.947, -9.597)  0.39
H (-4.550, 4.650, -6.845)  0.23
H (-2.722, 2.323, -7.857)  0.42
H (-4.118, 2.108, -6.927)  0.31
H (-0.716, 3.374, -6.609)  0.31
H (-1.186, 1.686, -6.458)  0.35
H (-0.783, 2.620, -5.016)  0.24
H (-3.489, 5.886, -8.557)  0.23
H (-2.536, 5.178, -7.331)  0.18
C (-0.937, 7.641, -3.533)  -1.36
C (-0.052, 8.520, -4.465)  0.61
C (0.816, 9.637, -3.800)  -0.76
O (1.318, 10.525, -4.787)  -0.40
C (0.396, 11.591, -5.175)  -0.69
N (0.679, 7.538, -5.195)  -0.66
H (-1.755, 8.162, -3.036)  0.37
H (-0.296, 7.133, -2.811)  0.31
H (-1.413, 6.818, -4.067)  0.31
H (-0.779, 9.053, -5.079)  0.15
H (1.646, 9.318, -3.170)  0.29
H (0.130, 10.331, -3.314)  0.42
H (0.603, 11.867, -6.209)  0.26
H (0.602, 12.411, -4.486)  0.27
H (-0.660, 11.340, -5.072)  0.33
H (1.239, 7.012, -4.539)  0.28
H (1.358, 8.075, -5.715)  0.27
C (2.558, -12.444, -1.130)  -1.50
C (2.449, -10.944, -0.889)  0.63
C (1.155, -10.512, -0.151)  -0.77
O (-0.062, -10.979, -0.696)  -0.37
C (-0.639, -10.097, -1.688)  -0.75
N (3.708, -10.561, -0.236)  -0.71
H (1.827, -12.614, -1.920)  0.36
H (2.327, -13.087, -0.280)  0.37
H (3.482, -12.811, -1.577)  0.42
H (2.389, -10.515, -1.889)  0.21
H (1.037, -9.455, 0.087)  0.37
H (1.114, -11.032, 0.807)  0.28
H (-1.263, -9.420, -1.103)  0.30
H (-1.332, -10.730, -2.241)  0.26
H (-0.009, -9.435, -2.282)  0.33
H (4.001, -11.357, 0.311)  0.29
H (4.365, -10.411, -0.989)  0.28
C (-5.013, -6.951, 3.315)  -1.46
C (-4.994, -5.553, 3.790)  0.60
C (-6.360, -4.877, 3.613)  -0.67
O (-6.154, -3.494, 3.508)  -0.28
C (-7.229, -2.844, 2.891)  -0.73
N (-4.553, -5.601, 5.142)  -0.71
H (-4.097, -7.532, 3.200)  0.37
H (-5.417, -6.983, 2.303)  0.37
H (-5.576, -7.634, 3.951)  0.32
H (-4.220, -5.033, 3.225)  0.20
H (-6.951, -5.086, 4.505)  0.23
H (-6.913, -5.292, 2.771)  0.41
H (-8.119, -2.784, 3.518)  0.29
H (-7.460, -3.333, 1.945)  0.32
H (-6.869, -1.817, 2.825)  0.24
H (-4.624, -4.685, 5.562)  0.27
H (-5.137, -6.224, 5.682)  0.25
C (1.242, 9.203, 2.248)  -1.53
C (1.460, 8.939, 3.739)  0.53
C (1.530, 10.265, 4.545)  -0.76
O (1.931, 9.974, 5.831)  -0.23
C (2.068, 10.941, 6.790)  -0.84
N (0.474, 8.040, 4.349)  -0.74
H (2.018, 9.876, 1.882)  0.37
H (0.281, 9.703, 2.132)  0.33
H (1.322, 8.298, 1.644)  0.34
H (2.416, 8.423, 3.835)  0.26
H (0.534, 10.707, 4.520)  0.33
H (2.211, 11.034, 4.181)  0.40
H (2.533, 10.559, 7.699)  0.26
H (1.120, 11.333, 7.158)  0.33
H (2.677, 11.816, 6.565)  0.31
H (-0.302, 8.685, 4.381)  0.32
H (0.776, 8.010, 5.312)  0.33
C (-6.323, -8.441, -6.471)  -1.35
C (-6.285, -6.951, -6.652)  0.47
C (-4.929, -6.290, -6.423)  -0.77
O (-5.035, -4.879, -6.650)  -0.37
C (-3.643, -4.421, -6.577)  -0.80
N (-6.887, -6.605, -7.893)  -0.72
H (-7.299, -8.817, -6.165)  0.31
H (-5.655, -8.831, -5.703)  0.37
H (-6.045, -8.994, -7.369)  0.32
H (-6.792, -6.575, -5.763)  0.20
H (-4.231, -6.580, -7.208)  0.33
H (-4.592, -6.660, -5.454)  0.35
H (-3.714, -3.346, -6.744)  0.30
H (-2.999, -4.714, -7.405)  0.34
H (-3.050, -4.563, -5.673)  0.32
H (-6.525, -5.661, -7.890)  0.41
H (-6.367, -7.070, -8.624)  0.28

Computed properties:
SMILES string: COC[C@H](C)N.COC[C@H](C)N.COC[C@H](C)N.COC[C@H](C)N.COC[C@H](C)N.COC[C@H](C)N.COC[C@H](C)N.COC[C@H](C)N.COC[C@H](C)N.COC[C@H](C)N.COC[C@H](C)N
ΔE to the lowest compared entry with this formula, charge and spin: 189.1 kcal per mole
net charge: 0
2S+1: 1
HOMO: -8.78 eV